Entry from OMol25: a molecular structure, C11H14ClI3O7Pd (ωB97M-V/def2-TZVPD).

Calculated values
Maximum force (eV/A): 2.49
Frontier orbital gap (spin up / spin down) (eV): 5.945 / 5.957
DFT total energy (a.u.): -2435.05988
Energy relative to the best compared isomer or geometry (same formula, charge and spin) (kcal/mol): 50.9

Each line ends with the natural charge from an NBO analysis.
Cartesian coordinates (Å):
Pd: 0.49 -1.09 1.41  1.1007
O: -0.27 -3.20 4.63  -0.7560
Cl: -0.20 -2.41 3.47  2.5199
O: -1.42 -1.70 3.22  -0.8185
O: 0.88 -1.41 3.60  -0.8069
O: 0.14 -3.20 2.31  -0.8011
I: 3.15 -0.80 1.14  0.0854
I: 5.46 -1.48 2.43  -0.0479
C: 0.63 1.92 3.01  -0.6410
C: -0.77 2.02 2.44  -0.0522
O: -1.03 0.88 1.64  -0.5848
C: -2.35 0.91 1.08  -0.0532
C: -2.73 -0.41 0.43  -0.6400
H: 0.86 2.81 3.60  0.2229
H: 1.36 1.85 2.20  0.2184
H: 0.72 1.04 3.65  0.2255
H: -0.87 2.92 1.82  0.1692
H: -1.51 2.07 3.24  0.1728
H: -2.39 1.72 0.35  0.1688
H: -3.06 1.15 1.89  0.1747
H: -1.96 -0.73 -0.27  0.2122
H: -3.66 -0.29 -0.13  0.2227
H: -2.87 -1.18 1.18  0.2294
I: 0.78 0.63 -7.32  0.1628
C: 0.81 0.24 -5.26  -0.1147
C: 1.35 1.18 -4.39  -0.2564
C: 1.36 0.92 -3.03  -0.1305
C: 0.84 -0.27 -2.54  -0.2006
C: 0.31 -1.21 -3.42  -0.1346
C: 0.29 -0.96 -4.78  -0.2564
C: 0.80 -0.53 -1.09  0.7741
O: 1.18 0.34 -0.26  -0.7103
O: 0.35 -1.64 -0.65  -0.5968
H: 1.76 2.11 -4.77  0.2321
H: 1.79 1.64 -2.34  0.2403
H: -0.09 -2.14 -3.04  0.2377
H: -0.12 -1.69 -5.46  0.2325